{"formula": "C33H46ClF6LaN2O11S2", "method": "the ωB97M-V functional and the def2-TZVPD basis", "e_lumo_ev": [-1.96, -1.92], "multiplicity": 1, "homo_lumo_gap_ev": [5.810, 5.912], "charge": 0, "e_tot_ha": -4109.50200, "largest_force_ev_per_a": 3.1, "symbols": ["La", "C", "C", "C", "C", "C", "C", "C", "N", "C", "C", "C", "C", "C", "C", "O", "C", "C", "C", "C", "C", "C", "C", "C", "C", "O", "C", "C", "C", "C", "C", "C", "H", "H", "H", "H", "H", "H", "H", "H", "H", "H", "H", "H", "H", "H", "H", "H", "H", "H", "H", "H", "H", "H", "H", "H", "H", "H", "H", "H", "H", "H", "H", "H", "H", "H", "H", "H", "H", "H", "H", "H", "C", "C", "C", "O", "H", "H", "H", "H", "H", "H", "F", "C", "F", "F", "S", "O", "O", "N", "S", "O", "O", "C", "F", "F", "F", "O", "Cl", "O", "O", "O"], "coordinates": [[-0.898, -0.252, -2.113], [0.350, -4.331, 4.930], [0.535, -2.887, 4.465], [1.973, -2.458, 4.788], [-0.441, -1.995, 5.245], [0.285, -2.725, 2.958], [0.371, -1.501, 2.384], [0.158, -1.329, 0.983], [0.247, -0.174, 0.291], [0.755, 1.001, 0.682], [1.623, 1.235, 1.801], [1.982, 2.493, 2.136], [1.482, 3.596, 1.334], [0.729, 3.473, 0.214], [0.356, 2.124, -0.167], [-0.370, 1.904, -1.172], [0.306, 4.661, -0.652], [0.870, 4.494, -2.072], [-1.225, 4.745, -0.722], [0.833, 5.976, -0.082], [2.906, 2.817, 3.306], [3.322, 1.562, 4.068], [4.167, 3.518, 2.782], [2.177, 3.755, 4.278], [-0.267, -2.472, 0.176], [-0.506, -2.289, -1.058], [-0.370, -3.772, 0.795], [-0.060, -3.846, 2.119], [-0.825, -4.996, -0.009], [0.145, -5.248, -1.175], [-2.243, -4.776, -0.555], [-0.847, -6.246, 0.867], [0.552, -4.392, 6.002], [1.036, -5.019, 4.430], [-0.670, -4.690, 4.767], [2.177, -2.587, 5.855], [2.143, -1.406, 4.539], [2.697, -3.054, 4.228], [-0.270, -2.101, 6.320], [-1.477, -2.271, 5.036], [-0.320, -0.939, 4.995], [0.538, -0.631, 3.003], [2.042, 0.390, 2.324], [1.779, 4.592, 1.638], [0.495, 3.592, -2.551], [1.962, 4.450, -2.056], [0.579, 5.354, -2.683], [-1.643, 3.856, -1.190], [-1.518, 5.620, -1.309], [-1.661, 4.849, 0.276], [1.926, 6.002, -0.044], [0.450, 6.177, 0.923], [0.509, 6.798, -0.724], [3.864, 0.852, 3.438], [2.460, 1.044, 4.500], [3.985, 1.842, 4.889], [4.695, 2.890, 2.059], [4.852, 3.734, 3.606], [3.932, 4.466, 2.292], [1.248, 3.305, 4.636], [1.930, 4.713, 3.816], [2.813, 3.960, 5.143], [-0.124, -4.818, 2.589], [0.096, -4.452, -1.914], [-0.110, -6.188, -1.673], [1.176, -5.327, -0.818], [-2.282, -3.983, -1.296], [-2.938, -4.530, 0.252], [-2.592, -5.699, -1.030], [0.139, -6.492, 1.272], [-1.170, -7.092, 0.257], [-1.547, -6.160, 1.703], [-3.522, 3.162, -4.441], [-3.224, 2.463, -3.139], [-4.110, 2.715, -1.960], [-2.251, 1.737, -3.073], [-4.526, 3.585, -4.470], [-3.372, 2.472, -5.269], [-2.794, 3.971, -4.556], [-4.202, 3.797, -1.820], [-3.730, 2.245, -1.058], [-5.110, 2.331, -2.175], [2.050, -2.433, -2.525], [1.592, -2.255, -3.754], [2.245, -3.024, -4.607], [0.285, -2.544, -3.795], [1.836, -0.490, -4.236], [1.205, 0.218, -3.086], [3.237, -0.370, -4.433], [1.030, -0.269, -5.564], [-0.515, 0.079, -5.616], [-0.816, 1.387, -6.093], [-1.197, -0.383, -4.381], [-1.092, -1.066, -6.905], [-0.826, -2.329, -6.619], [-0.499, -0.731, -8.043], [-2.411, -0.915, -7.004], [-2.944, -0.432, -0.968], [-3.766, -1.234, -1.952], [-4.655, -2.082, -1.233], [-4.445, -0.323, -2.835], [-2.742, -1.994, -2.714]], "forces_ev_per_angstrom": [[0.091, 0.851, 1.190], [-0.021, -0.117, 0.079], [-0.078, 0.009, -0.172], [0.110, 0.043, -0.028], [-0.078, 0.034, 0.075], [-0.046, -0.460, -0.053], [-0.034, 0.215, -0.216], [0.181, 0.251, 0.071], [0.037, -0.161, 0.345], [0.028, -0.210, 0.268], [-0.136, -0.123, -0.252], [-0.073, 0.499, -0.109], [0.290, -0.072, 0.313], [0.128, -0.200, -0.047], [-0.165, -0.035, 0.099], [0.145, 0.306, 0.154], [0.016, -0.158, 0.042], [0.067, 0.036, -0.081], [-0.127, 0.012, 0.030], [0.035, 0.148, 0.041], [-0.030, 0.038, -0.153], [0.051, -0.125, 0.074], [0.092, 0.035, -0.050], [-0.051, 0.061, 0.097], [0.090, 0.102, -0.134], [0.320, -0.850, 0.588], [-0.026, 0.148, -0.020], [0.028, 0.070, 0.381], [0.140, 0.195, 0.010], [0.076, -0.060, -0.030], [-0.085, -0.056, 0.022], [0.016, -0.200, 0.066], [-0.014, 0.007, -0.029], [0.000, 0.065, 0.011], [0.031, 0.053, -0.005], [-0.026, 0.011, -0.047], [-0.030, -0.072, 0.008], [-0.044, 0.010, 0.020], [-0.001, -0.012, -0.053], [0.048, -0.001, -0.002], [0.014, -0.068, -0.006], [0.016, -0.033, -0.062], [-0.048, 0.000, -0.026], [0.000, -0.062, 0.037], [0.002, 0.025, 0.025], [-0.040, 0.001, 0.019], [0.013, -0.031, 0.036], [0.041, 0.035, 0.026], [0.024, -0.039, 0.019], [0.041, 0.003, -0.030], [-0.053, -0.029, -0.022], [-0.010, -0.035, -0.051], [0.010, -0.031, 0.011], [-0.017, 0.070, -0.006], [0.019, 0.060, -0.028], [-0.029, -0.011, -0.011], [-0.034, -0.001, 0.036], [-0.047, -0.008, -0.012], [-0.004, -0.055, 0.018], [0.039, -0.005, -0.013], [0.011, -0.055, 0.012], [-0.021, -0.001, -0.041], [0.029, 0.124, 0.033], [-0.015, 0.025, 0.040], [-0.018, 0.043, 0.033], [-0.052, -0.013, 0.001], [0.043, 0.056, 0.011], [0.026, -0.021, -0.034], [0.019, 0.067, 0.029], [-0.031, 0.028, -0.058], [0.010, 0.008, 0.019], [0.007, 0.041, -0.069], [-0.079, 0.084, 0.138], [0.048, 0.012, -0.201], [-0.144, 0.158, -0.059], [-0.114, 0.060, 0.032], [0.050, -0.026, 0.022], [0.033, -0.019, 0.035], [-0.041, -0.031, 0.005], [-0.019, -0.057, 0.025], [0.076, -0.056, -0.027], [0.033, -0.004, -0.032], [0.034, -0.178, 0.069], [0.183, 0.330, -0.529], [-0.103, -0.238, 0.102], [0.091, -0.231, 0.166], [-0.428, 0.543, 0.440], [1.745, -0.425, -1.448], [-0.134, 0.239, 0.064], [-0.032, 0.042, 0.053], [0.218, -0.151, 1.458], [0.027, -0.173, 0.060], [0.248, 0.294, -3.089], [-0.215, -0.067, -0.250], [0.109, -0.042, 0.097], [-0.168, -0.114, -0.100], [0.096, 0.001, -0.167], [-1.957, -0.456, -0.007], [0.199, -0.060, 0.054], [0.449, 0.276, -0.469], [0.228, -0.589, 0.592], [-1.336, 0.503, 0.529]], "lowdin_charge": [2.16, -0.07, -0.55, -0.04, -0.04, -0.14, 0.03, -0.14, 0.08, -0.15, 0.03, -0.14, 0.05, -0.07, -0.25, -0.17, -0.53, -0.03, -0.03, -0.07, -0.56, -0.07, -0.04, -0.04, -0.24, -0.22, -0.07, 0.06, -0.53, -0.03, -0.03, -0.07, 0.09, 0.09, 0.09, 0.09, 0.06, 0.09, 0.09, 0.09, 0.08, 0.10, 0.09, 0.09, 0.08, 0.09, 0.09, 0.05, 0.09, 0.10, 0.09, 0.09, 0.09, 0.09, 0.08, 0.09, 0.09, 0.09, 0.08, 0.09, 0.08, 0.09, 0.08, 0.06, 0.09, 0.09, 0.06, 0.10, 0.09, 0.09, 0.09, 0.09, 0.02, -0.46, -0.01, -0.08, 0.08, 0.09, 0.10, 0.10, 0.08, 0.10, 0.16, -0.69, 0.17, 0.11, 0.65, -0.46, -0.22, -0.27, 0.68, -0.22, -0.51, -0.69, 0.17, 0.16, 0.16, -0.50, 0.72, -0.26, -0.29, -0.42]}